Computed, not measured: a structure of composition C37H37EuN11O8PS2, with the ωB97M-V functional and the def2-TZVPD basis.

Geometry (Å):
1 Eu 0.15 -0.11 0.46
2 N 0.67 -2.86 -3.23
3 C 1.47 -1.90 -3.78
4 C 1.21 -0.75 -3.10
5 N 0.27 -0.99 -2.14
6 C -0.03 -2.27 -2.23
7 C -0.94 -2.92 -1.33
8 N -1.48 -2.29 -0.30
9 C -2.23 -3.21 0.35
10 C -2.15 -4.41 -0.29
11 N -1.34 -4.22 -1.37
12 H 0.69 -3.84 -3.48
13 H 2.15 -2.11 -4.58
14 H 1.62 0.23 -3.23
15 H -2.78 -2.98 1.24
16 H -2.61 -5.35 -0.08
17 H -1.06 -4.93 -2.03
18 C 3.08 -4.85 6.02
19 C 3.00 -4.14 4.70
20 C 4.12 -3.55 4.13
21 C 4.03 -2.88 2.92
22 C 2.81 -2.83 2.27
23 C 1.69 -3.43 2.81
24 C 1.79 -4.08 4.03
25 S 2.62 -1.78 0.85
26 O 1.42 -2.22 0.10
27 O 3.82 -1.76 0.05
28 N 2.21 -0.34 1.41
29 C 2.90 0.80 1.17
30 C 4.29 0.97 1.30
31 C 4.82 2.22 1.13
32 C 3.97 3.29 0.82
33 C 2.62 3.03 0.66
34 N 2.09 1.82 0.81
35 H 4.05 -4.69 6.49
36 H 2.93 -5.92 5.88
37 H 2.31 -4.49 6.69
38 H 5.07 -3.60 4.64
39 H 4.89 -2.41 2.47
40 H 0.75 -3.36 2.29
41 H 0.90 -4.51 4.46
42 H 4.89 0.11 1.54
43 H 5.88 2.39 1.23
44 H 4.36 4.29 0.71
45 H 1.93 3.82 0.40
46 S -1.16 2.31 1.02
47 C -0.83 1.83 2.57
48 N -0.66 1.62 3.69
49 C 1.60 2.80 -5.12
50 N 0.58 3.28 -4.21
51 C 0.77 4.68 -3.87
52 C -0.44 2.18 -2.27
53 N 0.24 1.65 -1.51
54 H 1.59 3.30 -6.10
55 H 1.47 1.73 -5.27
56 H 2.57 2.97 -4.66
57 H 0.61 5.35 -4.73
58 H 1.78 4.82 -3.50
59 H 0.08 4.95 -3.08
60 O -1.13 -2.66 3.99
61 C -1.25 -1.72 3.22
62 O -0.42 -1.32 2.34
63 C -2.57 -0.92 3.18
64 C -3.35 -0.59 4.27
65 C -4.43 0.27 4.04
66 C -4.69 0.85 2.80
67 C -3.90 0.51 1.71
68 C -2.90 -0.43 1.93
69 N -4.04 1.07 0.43
70 O -5.84 2.58 0.62
71 O -3.26 1.52 -1.97
72 N -5.32 0.56 5.13
73 O -6.35 1.15 4.88
74 O -5.01 0.16 6.24
75 H -3.14 -0.96 5.26
76 H -5.50 1.56 2.73
77 H -2.28 -0.76 1.10
78 C -4.46 2.47 0.44
79 P -2.95 0.42 -0.75
80 C -4.15 -0.91 -1.27
81 C -2.50 1.55 -3.10
82 C -1.47 2.67 -3.15
83 C -0.82 2.98 -4.53
84 C -0.98 1.86 -5.50
85 C -1.76 0.80 -5.28
86 C -2.56 0.65 -4.08
87 H -3.99 3.01 1.27
88 H -6.28 1.98 0.01
89 H -4.14 2.93 -0.51
90 H -5.03 -0.44 -1.71
91 H -4.45 -1.46 -0.38
92 H -3.70 -1.60 -1.98
93 H -1.91 3.57 -2.70
94 H -1.30 3.87 -4.98
95 H -0.46 1.97 -6.44
96 H -1.83 0.03 -6.03
97 H -3.25 -0.18 -4.02

- gap between HOMO and LUMO (spin up / spin down) (eV) = 3.3 / 4.4
- ΔE to the lowest compared entry with this formula, charge and spin (kJ/mol) = 442.9
- 2S+1 = 8
- total charge = -1